# C34H45BrF17N2O16PS2

3 unconnected molecules or ions with the total composition C34H45BrF17N2O16PS2 (the ωB97M-V functional and the def2-TZVPD basis, OMol25).

Last column: Löwdin charge in e.
Atoms and positions in Å:
Br  -4.773  -3.573  -0.091  0.642
S  1.168  0.596  0.646  0.658
S  0.857  4.362  -0.309  0.414
P  2.225  3.061  -0.736  0.291
F  -2.016  7.656  0.752  0.096
F  4.244  -8.634  -0.910  0.095
F  6.485  -8.251  2.584  0.104
F  6.143  -8.541  4.714  0.097
F  -1.688  7.532  6.373  0.144
F  4.182  -8.858  1.246  0.093
F  -2.204  9.381  2.065  0.134
F  -0.448  9.993  6.460  0.099
F  5.849  -6.776  0.275  0.129
F  4.944  -0.451  0.070  0.174
F  -1.114  10.406  4.429  0.102
F  4.111  -5.943  -0.732  0.110
F  4.852  -6.108  4.846  0.142
F  0.088  9.341  0.600  0.092
F  3.884  -7.519  3.530  0.147
F  -0.133  7.758  4.894  0.149
F  0.541  9.092  2.707  0.100
O  3.339  3.102  0.406  -0.186
O  -2.861  4.569  1.301  -0.037
O  0.919  2.964  -4.786  0.201
O  2.920  3.514  -2.126  -0.194
O  -2.299  7.834  4.289  0.044
O  -0.321  0.004  0.627  -0.119
O  0.511  -7.003  -0.483  0.116
O  2.825  -0.639  -1.816  0.185
O  2.052  -0.488  0.899  -0.221
O  -3.611  -2.186  -5.350  -0.044
O  -3.843  -4.312  -4.802  0.101
O  6.175  0.094  -1.630  0.173
O  5.064  -5.800  2.685  0.044
O  1.263  1.558  1.686  -0.235
O  -1.221  1.951  -0.185  -0.127
O  0.614  -4.895  0.152  -0.015
N  4.172  1.167  -1.414  0.153
N  1.163  1.070  -3.373  0.156
C  -0.047  8.498  1.654  -0.305
C  4.504  -6.659  0.356  -0.437
C  1.193  2.043  -4.113  -0.286
C  -4.409  -1.671  0.224  -0.570
C  4.987  -6.765  3.672  -0.538
C  -1.358  8.188  5.239  -0.538
C  -1.532  8.222  1.899  -0.432
C  4.147  -5.805  1.590  -0.032
C  6.263  -7.606  3.743  -0.287
C  0.481  1.344  -2.076  -0.211
C  -1.387  9.689  5.535  -0.286
C  -3.936  2.572  2.113  -0.034
C  -1.893  1.091  -2.684  -0.088
C  -2.468  -1.291  -5.366  -0.178
C  -0.408  -3.890  0.025  -0.168
C  -2.968  0.051  -4.815  -0.141
C  -1.628  2.443  1.079  -0.163
C  -0.755  0.403  -1.841  -0.238
C  -0.810  -6.541  1.414  0.021
C  -0.521  -3.430  -1.443  -0.122
C  -3.245  -3.492  -5.425  -0.353
C  5.158  0.237  -1.033  -0.539
C  -0.579  -1.005  -2.429  -0.103
C  -1.824  0.943  -4.231  -0.153
C  3.840  -8.034  0.236  -0.298
C  -1.215  0.540  -0.367  -0.407
C  -1.895  7.257  3.047  -0.039
C  1.608  1.290  -0.990  -0.288
C  0.241  -2.077  -1.664  -0.137
C  0.137  -6.165  0.286  -0.525
C  -3.074  -1.346  -0.500  -0.269
C  -2.608  0.023  0.016  -0.085
C  2.869  0.490  -1.461  -0.409
C  -3.003  3.183  1.054  -0.383
H  -4.759  3.253  2.337  0.085
H  -2.223  -1.155  -6.425  0.132
H  -1.934  2.161  -2.470  0.124
H  -0.916  3.220  1.370  0.077
H  -0.158  -4.207  -2.116  0.125
H  -1.585  -3.304  -1.668  0.086
H  -1.560  -1.443  -2.632  0.094
H  -2.733  4.985  0.443  0.094
H  7.128  -6.975  3.959  0.175
H  -3.309  -1.398  -1.561  0.101
H  -2.723  -0.020  1.100  0.124
H  -4.282  -1.508  1.292  0.063
H  -2.878  0.712  -2.407  0.105
H  -1.997  1.929  -4.669  0.112
H  -5.219  -1.078  -0.193  0.068
H  -1.806  -6.198  1.115  0.081
H  2.751  -7.942  0.204  0.153
H  -0.573  -6.034  2.352  0.092
H  -1.634  -1.714  -4.808  0.103
H  -1.650  1.742  1.914  0.126
H  -3.746  -0.167  -4.080  0.111
H  -3.437  0.579  -5.647  0.114
H  -0.146  -3.080  0.709  0.127
H  -0.138  -0.946  -3.423  0.103
H  -1.144  6.481  3.184  0.146
H  -0.895  0.572  -4.661  0.095
H  -4.355  1.621  1.783  0.068
H  -2.377  -2.105  -0.149  0.076
H  -0.821  -7.615  1.558  0.089
H  -3.382  2.431  3.046  0.089
H  -1.398  -4.248  0.332  0.097
H  -3.496  3.009  0.087  0.142
H  -3.333  0.769  -0.318  0.125
H  1.091  -2.365  -2.285  0.107
H  -2.368  9.989  5.908  0.175
H  4.164  -4.775  1.237  0.149
H  4.442  1.442  -2.355  0.154
H  2.899  4.481  -2.161  0.079
H  -2.785  6.728  2.707  0.133
H  0.685  -1.775  -0.720  0.074
H  0.106  2.367  -2.151  0.104
H  3.372  3.995  0.774  0.080
H  0.490  7.573  1.421  0.163
H  3.123  -5.974  1.923  0.139
H  -2.414  -3.773  -6.094  0.152

LUMO = -0.0286 Ha
Kohn-Sham gap = 9.141 eV

=====

# C5H14N3O

3 unconnected molecules or ions with the total composition C5H14N3O (the ωB97M-V functional and the def2-TZVPD basis, OMol25).

Last column: Löwdin spin population.
Atoms and positions in Å:
O  -1.891  1.071  0.408  0.077
N  0.805  -1.557  -1.361  0.002
N  2.883  -0.192  -0.468  0.003
N  -0.460  -1.422  -1.176  0.003
C  -2.975  -1.604  -0.696  0.001
C  -1.628  -1.590  -1.081  0.004
C  -0.822  0.914  1.403  0.105
C  1.103  2.265  0.615  0.840
C  0.561  1.134  0.920  0.785
H  1.182  0.348  0.591  0.043
H  3.662  -0.395  -1.111  0.000
H  -3.529  -2.085  -1.475  0.000
H  -1.046  1.560  2.272  0.020
H  -3.035  -2.160  0.269  0.000
H  -0.907  -0.193  1.575  0.005
H  -1.951  2.026  0.466  0.004
H  2.073  2.374  0.204  0.053
H  1.499  -0.802  -0.847  0.002
H  0.757  3.176  1.012  0.052
H  -3.275  -0.560  -0.425  0.002
H  2.821  0.782  -0.259  0.000
H  3.089  -0.607  0.505  0.001
H  1.085  -2.483  -1.342  0.000

Spin multiplicity = 3
Energy above the lowest of the compared OMol25 structures with the same formula, charge and spin = 432.49 kJ/mol
LUMO (alpha / beta) = -0.1163 / -0.2242 Ha
Kohn-Sham gap (alpha / beta) = 5.982 / 7.734 eV
Total charge = +1

=====

# H2KO

A molecular structure, H2KO (the ωB97M-V functional and the def2-TZVPD basis, OMol25).

Last column: Löwdin charge in e.
Atoms and positions in Å:
K  -1.773  1.805  -0.782  0.975
O  0.493  -0.258  0.442  -0.105
H  0.091  -1.145  0.578  0.065
H  1.189  -0.402  -0.238  0.065

Energy above the lowest of the compared OMol25 structures with the same formula, charge and spin = 23.24 kJ/mol
LUMO = -0.1620 Ha
Kohn-Sham gap = 11.521 eV
Total charge = +1

=====

# C9H21ClN5

A gas-phase ion, C9H21ClN5 (charge +1) (the ωB97M-V functional and the def2-TZVPD basis, OMol25).

Last column: Löwdin charge in e.
Atoms and positions in Å:
Cl  3.542  1.959  0.904  0.582
N  2.395  -0.815  -1.694  0.042
N  4.662  -0.742  1.305  0.175
N  2.309  1.151  0.063  -0.393
N  4.377  -0.208  -0.844  0.078
N  6.498  0.040  0.153  0.219
C  0.138  -1.620  -0.922  -0.188
C  -1.260  -1.298  -0.657  -0.214
C  0.937  -0.614  -1.927  -0.094
C  2.948  -0.138  -0.685  -0.318
C  5.172  -0.243  0.213  -0.541
C  -3.147  1.915  0.215  -0.292
C  -1.494  0.042  0.211  -0.190
C  -3.084  2.127  -1.283  -0.115
C  -3.008  0.399  0.445  -0.223
H  3.693  -0.684  1.433  0.074
H  -4.042  2.314  0.829  0.132
H  -3.167  3.170  -1.459  0.053
H  4.742  0.387  -1.727  0.246
H  0.060  -2.545  -1.345  0.072
H  -3.930  1.502  -1.761  0.110
H  2.853  -1.579  -2.335  0.222
H  -2.279  2.363  0.804  0.122
H  5.080  -0.933  2.261  0.189
H  7.083  -0.188  0.941  0.133
H  0.629  -1.646  0.078  0.122
H  -1.845  -1.199  -1.534  0.097
H  -3.112  0.214  1.506  0.097
H  -0.946  0.005  1.174  0.116
H  -1.096  0.869  -0.299  0.039
H  0.685  0.376  -1.519  0.096
H  -1.807  -2.096  -0.078  0.137
H  0.649  -0.791  -2.928  0.110
H  -2.121  1.720  -1.687  0.073
H  6.932  0.432  -0.661  0.126
H  -3.680  -0.173  -0.188  0.104

Energy above the lowest of the compared OMol25 structures with the same formula, charge and spin = 141.85 kJ/mol
LUMO (alpha / beta) = -0.1417 / -0.1417 Ha
Kohn-Sham gap (alpha / beta) = 8.063 / 8.064 eV
Total charge = +1

=====

Maximum force for every record listed, in sequence, given in hartree/bohr: 0.0569; 0.2291; 0.0222; 0.1308.
Energy for every record listed, in sequence, given in a.u.: -8045.396207; -437.860121; -676.174892; -1089.121335.